No. 1
16
Properties=species:S:1:pos:R:3:forces:R:3 method="wB97M-V/def2-TZVPD" spin_multiplicity=1 homo_lumo_gap_ev=10.2 total_charge=0 e_above_lowest_kj_mol=429.27
C 0.814 -0.473 -1.442 0.1 -0.1 0.0
N -0.307 0.431 -1.269 -0.1 -0.1 0.1
C -0.240 1.888 -0.998 0.0 0.3 0.0
C -1.030 0.897 -0.243 -0.2 -0.2 0.2
O -1.790 0.603 0.647 0.3 0.2 -0.5
H 1.264 -0.277 -2.419 -0.1 0.0 0.1
H 0.461 -1.507 -1.418 0.0 0.2 0.0
H 1.563 -0.325 -0.656 -0.1 0.0 -0.2
H -0.669 2.532 -1.764 0.1 -0.1 0.1
H 0.669 2.255 -0.513 -0.2 0.0 0.0
H -1.300 -1.709 0.340 0.0 -0.1 0.1
H -0.953 -2.360 0.454 0.0 0.0 0.0
C 0.371 -0.492 2.332 0.2 0.2 -0.2
O 1.045 0.153 1.563 -0.2 -0.3 0.4
H 0.818 -1.280 2.969 0.0 0.1 -0.1
H -0.717 -0.336 2.418 0.1 0.0 0.0

No. 2
16
Properties=species:S:1:pos:R:3:forces:R:3 method="wB97M-V/def2-TZVPD" spin_multiplicity=1 homo_lumo_gap_ev=10.9 total_charge=0 e_above_lowest_kj_mol=128.32
C -2.248 -0.740 -0.080 0.0 0.0 0.0
C -0.886 -0.274 -0.550 -0.1 -0.4 0.1
O -0.974 1.114 -0.821 0.2 0.1 -0.1
C 0.193 -0.542 0.501 -0.1 0.0 0.1
N 1.470 -0.162 -0.046 0.2 0.3 0.2
C 2.130 0.815 0.400 -0.3 -0.3 0.0
O 3.296 1.131 -0.186 0.1 -0.1 -0.1
H -2.232 -1.817 0.117 0.0 0.2 0.0
H -3.005 -0.531 -0.840 0.1 0.0 0.1
H -2.528 -0.215 0.839 0.0 -0.1 -0.1
H -0.601 -0.818 -1.464 -0.1 0.1 0.1
H -0.107 1.389 -1.150 -0.2 0.0 0.0
H -0.069 -0.013 1.432 0.1 0.0 -0.1
H 0.228 -1.618 0.712 -0.1 0.2 0.0
H 1.894 1.481 1.237 -0.1 -0.2 -0.1
H 3.365 0.456 -0.886 0.3 0.2 0.0

No. 3
16
Properties=species:S:1:pos:R:3:forces:R:3 method="wB97M-V/def2-TZVPD" spin_multiplicity=1 homo_lumo_gap_ev=9.3 total_charge=0 e_above_lowest_kj_mol=437.82
C 0.724 -0.063 -1.481 -0.2 0.0 0.0
C 0.677 -0.141 0.014 -0.1 0.1 0.0
C 2.005 -0.222 0.703 -0.2 0.0 0.1
C -0.451 -0.159 0.720 0.4 0.3 0.3
N -1.748 -0.168 0.164 -0.8 -0.2 -0.9
O -2.737 -0.299 1.127 -0.1 -0.2 0.2
O -2.005 1.019 -0.584 0.3 0.2 0.5
H 0.632 -1.063 -1.906 0.0 -0.1 -0.1
H -0.089 0.544 -1.867 0.0 0.0 -0.1
H 1.669 0.361 -1.810 0.1 0.0 -0.1
H 2.587 -1.044 0.287 0.1 -0.1 0.0
H 1.892 -0.378 1.772 0.0 0.0 0.1
H 2.568 0.697 0.543 0.1 0.0 0.0
H -0.427 -0.250 1.799 0.0 0.0 0.0
H -2.669 0.407 1.796 0.3 0.1 -0.3
H -2.628 0.760 -1.277 0.1 -0.3 0.2

No. 4
16
Properties=species:S:1:pos:R:3:forces:R:3 method="wB97M-V/def2-TZVPD" spin_multiplicity=1 homo_lumo_gap_ev=10.6 total_charge=0 e_above_lowest_kj_mol=226.70
C -1.009 2.395 0.085 -2.1 0.0 0.7
N -0.700 1.219 -0.715 3.0 0.8 2.3
C -0.004 0.282 0.078 -2.6 -2.1 -0.3
O -0.226 0.154 1.289 1.3 1.4 -1.2
C 0.670 -0.831 -0.691 -2.3 -1.1 1.2
C 0.684 -2.186 0.107 -1.6 0.6 1.6
O 1.332 -1.985 1.392 0.1 -0.1 -1.3
H -0.265 3.193 0.270 0.5 -1.3 0.0
H -1.691 2.953 -0.518 -1.1 0.4 -0.1
H -1.510 2.018 1.040 0.7 1.1 -1.1
H -1.347 0.903 -1.402 -0.1 -0.2 -0.5
H 1.690 -0.758 -0.738 2.7 1.3 -0.6
H 0.254 -0.863 -1.703 0.1 -0.3 0.1
H 1.378 -2.759 -0.470 -0.2 -1.2 -0.3
H -0.357 -2.659 0.361 1.8 0.7 -1.1
H 1.099 -1.075 1.613 -0.2 -0.1 0.6